Entry 1:
C3H10OS2 | ωB97M-V/def2-TZVPD

## Properties
E_HOMO   -9.122 eV
ΔE to the lowest compared entry with this formula, charge and spin   157.55 kJ/mol
SMILES string   CCO.CSS
Frontier orbital gap   8.75 eV

Each line ends with the natural charge from an NBO analysis.
Cartesian coordinates (Å):
S -1.194 -1.099 -0.019  0.139
S -1.172 -3.134 -0.453  -0.248
O 0.236 1.104 -1.966  -0.724
C 1.224 1.841 0.161  -0.633
C 1.447 1.367 -1.275  -0.061
C -1.482 -1.206 1.739  -0.775
H -0.553 -1.476 2.263  0.225
H 0.693 2.798 0.213  0.211
H -0.086 0.241 -1.682  0.469
H 0.670 1.052 0.650  0.196
H 2.029 2.130 -1.828  0.170
H -1.892 -0.276 2.156  0.243
H -1.960 -3.969 -1.249  0.174
H 2.086 0.476 -1.317  0.158
H -2.234 -1.944 1.995  0.247
H 2.189 2.094 0.612  0.210

***

Entry 2:
C59H123F3N11O3S | ωB97M-V/def2-TZVPD

## Properties
E_HOMO (spin up / spin down)   -13.211 / -17.607 eV
Net charge   +6
Multiplicity   2
Frontier orbital gap (spin up / spin down)   2.51 / 6.90 eV

Each line ends with the Löwdin charge.
Cartesian coordinates (Å):
S -0.142 -6.871 -8.653  0.481
F 1.670 -5.114 -9.555  0.096
F 0.601 -6.203 -11.254  0.032
F -0.400 -4.549 -10.134  0.079
O 0.964 -7.714 -8.276  -0.310
O -1.215 -7.654 -9.300  -0.359
O -0.636 -5.992 -7.583  -0.347
N -3.772 -4.874 -9.480  -0.058
N 1.856 -6.716 -4.338  -0.033
N -3.680 -4.881 -11.812  -0.023
N -4.450 -10.178 -5.421  -0.294
N -2.696 -10.800 -11.774  -0.259
N 1.844 -11.134 -6.533  -0.142
N 1.363 -2.935 -15.475  -0.221
N 3.356 -5.586 -5.536  -0.087
N 2.854 -11.337 -4.504  -0.166
N 4.183 -10.466 -14.669  -0.227
N 2.278 0.337 -6.658  -0.235
C -4.335 -8.923 -6.296  -0.037
C -5.123 -11.256 -12.947  -0.227
C -2.222 -9.752 -12.727  -0.114
C -6.653 -13.375 -5.850  -0.049
C -5.114 -9.816 -4.104  0.040
C 2.275 0.766 -4.172  -0.111
C 5.183 -12.707 -14.926  -0.169
C 1.480 -1.907 -9.747  -0.123
C 2.134 -11.998 -5.531  -0.092
C 2.192 -3.075 -19.413  -0.074
C 0.267 -2.843 -13.322  -0.159
C 0.064 -7.326 -2.606  -0.046
C 3.558 -0.020 -4.609  -0.113
C 1.399 0.603 -5.426  -0.101
C -2.692 -8.679 -6.463  -0.068
C 2.726 -8.440 -11.419  -0.057
C -0.895 -9.274 -12.174  -0.173
C -4.439 -5.986 -9.934  0.011
C 0.166 -1.406 -13.929  -0.117
C -5.198 -11.243 -6.156  -0.143
C 5.154 -9.586 -15.492  0.068
C -3.720 -11.874 -12.384  -0.002
C 1.450 -0.596 -7.596  -0.083
C 1.350 -11.406 -7.819  -0.237
C 3.310 -11.415 -15.577  -0.072
C 3.068 -10.081 -4.981  -0.112
C 0.472 -5.584 -9.970  -0.496
C 2.828 -3.054 -15.004  0.030
C 5.008 -11.576 -13.942  -0.080
C 3.943 -5.964 -4.399  -0.006
C -3.477 -4.458 -8.077  0.043
C -3.325 -10.021 -10.660  0.033
C -3.503 -4.506 -13.163  -0.182
C -1.402 -11.519 -11.491  -0.102
C 0.669 -7.524 -4.046  -0.156
C 3.448 -0.434 -6.107  -0.118
C 1.278 -3.403 -16.926  -0.092
C -6.180 -12.081 -13.613  -0.093
C 4.240 -12.521 -16.058  -0.150
C 3.739 -9.413 -12.233  -0.174
C 0.495 -3.759 -14.499  -0.100
C 3.537 -11.934 -3.395  -0.009
C -4.534 -5.883 -11.349  0.020
C 2.020 -2.518 -17.995  -0.212
C 0.952 -1.444 -15.218  -0.069
C -3.766 -5.622 -14.114  -0.066
C -2.119 -9.426 -5.177  -0.117
C 2.075 -6.062 -5.562  0.035
C 2.477 -9.975 -6.166  -0.109
C 2.237 -0.938 -8.928  -0.224
C 4.060 -5.093 -6.773  0.047
C -0.297 -10.516 -11.607  -0.161
C 3.215 -9.659 -13.666  -0.101
C 2.385 -11.655 -8.890  -0.064
C 2.954 -6.494 -3.540  0.034
C 2.807 1.706 -7.297  0.095
C -3.290 -4.292 -10.604  -0.002
C -3.038 -10.660 -5.082  -0.085
C -5.296 -12.626 -5.508  -0.200
H 3.397 -1.518 -6.207  0.113
H 3.599 1.527 -8.024  0.103
H -2.670 -3.438 -10.375  0.155
H 1.246 -2.997 -19.949  0.086
H 0.953 -8.576 -4.075  0.108
H 0.368 -1.160 -16.094  0.131
H -0.189 -10.361 -10.533  0.107
H 2.688 -4.041 -19.318  0.085
H -3.731 -5.213 -7.333  0.102
H -0.147 -7.161 -4.671  0.115
H -6.519 -13.701 -6.881  0.073
H 3.592 -5.608 -7.611  0.091
H -5.709 -12.462 -14.519  0.088
H -0.471 -3.223 -12.616  0.093
H -1.084 -9.760 -5.248  0.106
H 0.639 0.067 -7.898  0.134
H 3.543 -2.520 -15.630  0.108
H -3.865 -10.737 -10.040  0.108
H -2.473 -4.158 -13.237  0.112
H -0.904 -8.495 -11.412  0.078
H 2.747 -2.431 -20.094  0.095
H 0.656 -7.598 -1.732  0.082
H 1.768 -0.728 -15.316  0.145
H -2.421 -4.245 -7.910  0.076
H -5.071 -6.430 -12.109  0.128
H -4.229 -3.711 -13.331  0.155
H -2.089 -8.921 -4.211  0.096
H -1.449 -12.068 -10.550  0.147
H 3.225 -1.346 -8.712  0.114
H -3.277 -12.277 -13.295  0.133
H -2.478 -7.612 -6.401  0.076
H 4.372 -0.144 -6.607  0.130
H -0.876 -7.864 -2.486  0.068
H -2.211 -8.884 -7.419  0.076
H 3.737 -13.488 -16.105  0.135
H -5.061 -12.614 -4.444  0.103
H -0.366 -8.753 -12.971  0.121
H 4.478 0.497 -4.339  0.124
H 0.725 -12.286 -7.671  0.119
H 1.961 -2.331 -10.628  0.072
H 3.048 -2.252 -17.750  0.107
H -6.151 -9.601 -4.359  0.117
H -6.688 -12.846 -13.026  0.093
H 2.971 -11.719 -2.489  0.093
H 3.012 -10.833 -9.234  0.059
H 5.810 -10.267 -16.034  0.115
H -4.453 -13.249 -5.809  0.109
H -5.224 -10.576 -3.331  0.119
H 0.831 -0.319 -5.307  0.122
H 0.645 1.326 -5.737  0.141
H 3.273 2.259 -6.481  0.116
H 3.008 -6.845 -2.520  0.144
H 4.451 -9.004 -16.088  0.107
H 1.535 -2.865 -9.229  0.051
H 2.804 -7.418 -11.791  0.061
H -6.147 -10.767 -6.404  0.143
H 2.267 -9.147 -6.827  0.090
H 3.705 -9.429 -4.401  0.117
H 3.622 -0.916 -3.990  0.111
H -1.374 -12.293 -12.258  0.135
H 0.441 -1.644 -9.950  0.090
H -2.062 -10.347 -13.627  0.146
H -6.956 -11.468 -14.071  0.096
H -4.810 -5.752 -14.400  0.103
H -4.570 -8.924 -3.791  0.114
H 1.789 -11.931 -9.760  0.053
H 2.379 0.021 -9.426  0.110
H 5.725 -9.072 -14.718  0.105
H 0.336 -0.511 -13.330  0.128
H -4.077 -9.454 -11.210  0.090
H 5.133 -5.284 -6.742  0.105
H 2.938 -2.583 -14.027  0.104
H -4.744 -6.715 -9.197  0.127
H -3.270 -11.180 -4.153  0.134
H 0.663 -10.635 -8.168  0.095
H -5.033 -8.128 -6.034  0.131
H 1.004 -4.700 -14.291  0.129
H -2.547 -9.468 -10.134  0.085
H -2.971 -8.996 -12.964  0.126
H 2.238 -10.142 -13.694  0.099
H 5.082 -13.706 -14.502  0.135
H 1.174 -1.517 -7.082  0.129
H -3.234 -5.519 -15.059  0.091
H 5.906 -11.014 -13.687  0.133
H 2.660 -11.902 -14.850  0.125
H 6.244 -12.762 -15.172  0.134
H 3.003 -8.345 -10.370  0.066
H 4.377 -11.785 -13.078  0.120
H -0.900 -1.302 -14.133  0.117
H 5.010 -5.798 -4.415  0.145
H 2.772 -10.830 -16.323  0.137
H -4.796 -10.650 -13.792  0.097
H 1.927 2.215 -7.692  0.112
H 4.807 -12.358 -16.975  0.132
H 1.176 -2.814 -12.721  0.082
H 2.391 1.815 -3.900  0.120
H -4.491 -11.405 -6.969  0.120
H 1.483 -1.569 -17.994  0.105
H -3.360 -6.582 -13.795  0.069
H 1.753 -13.009 -5.546  0.103
H 3.661 -12.999 -3.592  0.104
H 3.004 -8.682 -14.100  0.116
H 1.716 -8.846 -11.366  0.043
H 1.791 0.509 -3.229  0.126
H 0.249 -3.721 -17.089  0.135
H -7.518 -12.727 -5.707  0.079
H -3.936 -3.482 -7.918  0.112
H 3.101 -4.108 -14.981  0.106
H 3.122 -12.447 -8.759  0.088
H -0.128 -6.260 -2.483  0.083
H -6.851 -14.338 -5.379  0.088
H -3.907 -12.466 -11.487  0.132
H 1.817 -4.349 -16.873  0.121
H 0.566 -10.845 -12.186  0.119
H 4.450 -11.346 -3.492  0.094
H -0.420 -4.062 -15.009  0.124
H 1.374 -6.116 -6.381  0.108
H 4.791 -9.130 -12.269  0.115
H 3.657 -10.393 -11.763  0.082
H -2.754 -11.409 -5.822  0.131
H -4.589 -9.233 -7.310  0.096
H 4.172 -4.010 -6.833  0.081
H -5.619 -10.549 -12.281  0.096

***

Entry 3:
C20H19N3O | ωB97M-V/def2-TZVPD

## Properties
E_HOMO   -7.581 eV
ΔE to the lowest compared entry with this formula, charge and spin   263.67 kJ/mol
SMILES string   Cc1c(/N=C\C=C\c2ccccc2)c(=O)n(-c2ccccc2)n1C
Frontier orbital gap   7.67 eV

Each line ends with the natural charge from an NBO analysis.
Cartesian coordinates (Å):
O 0.326 -1.012 1.095  -0.624
N 0.262 1.298 1.102  -0.292
N -2.702 -0.654 1.601  -0.423
N -0.700 2.278 1.343  -0.211
C -1.539 -1.663 -1.057  -0.141
C -1.910 1.627 1.442  0.236
C 2.085 2.552 2.102  -0.270
C -0.443 -1.281 -3.215  -0.200
C -0.304 0.026 1.155  0.601
C 0.626 -3.043 -4.437  -0.208
C -3.187 2.370 1.584  -0.663
C 0.265 -1.711 -4.319  -0.215
C 4.346 2.076 1.452  -0.223
C -2.055 -2.379 -0.045  -0.262
C -1.734 0.273 1.350  -0.071
C -0.434 -3.510 -2.333  -0.195
C 2.538 0.832 0.473  -0.229
C 1.629 1.570 1.225  0.214
C 3.891 1.084 0.598  -0.196
C -2.776 -1.812 1.072  0.125
C 0.275 -3.938 -3.438  -0.209
C 3.440 2.805 2.203  -0.202
C -0.579 3.529 0.629  -0.420
C -0.811 -2.171 -2.201  -0.004
H 0.561 -4.977 -3.522  0.213
H -1.995 -3.458 -0.049  0.205
H -3.961 1.662 1.868  0.256
H -3.476 2.849 0.648  0.226
H -0.688 -4.219 -1.560  0.208
H -3.101 3.138 2.350  0.225
H 0.460 3.852 0.643  0.229
H 2.177 0.057 -0.183  0.243
H 4.595 0.506 0.018  0.216
H 1.381 3.096 2.714  0.222
H -1.689 -0.589 -1.057  0.199
H -1.190 4.277 1.131  0.217
H 1.181 -3.382 -5.299  0.213
H 3.790 3.569 2.883  0.214
H 5.404 2.274 1.538  0.214
H -0.906 3.439 -0.413  0.190
H 0.539 -1.007 -5.092  0.213
H -3.521 -2.462 1.528  0.175
H -0.720 -0.239 -3.129  0.205

***

- What is the formula in the third record?
  C20H19N3O

***

- Number 1 is which compound?
  C3H10OS2